<A>
Entry from OMol25: a structure of composition C5H11N2 (ωB97M-V/def2-TZVPD).

## Properties
Gap between HOMO and LUMO ... 10.6530 eV
Net charge ... +1
HOMO energy ... -14.12 eV
LUMO level ... -3.468 eV

Last column: Löwdin charge in e.
Geometry (Å):
H1 -0.0097 0.0166 -1.2505  0.2074
C1 -0.6709 0.3015 0.5960  -0.0555
N1 -2.0402 -0.4453 -0.4685  0.0938
H2 -3.3624 0.1509 0.9491  0.1026
C2 -3.1319 -0.4834 0.0908  -0.0624
H3 1.8995 0.6314 0.8982  0.1565
H4 -3.7917 -1.1483 -0.3789  0.0764
H5 2.2863 0.8146 -0.8715  0.1555
H6 1.4558 -1.7424 0.5231  0.0597
C3 1.7125 0.2482 -0.1221  -0.1647
N2 0.3437 0.4130 -0.3479  -0.1204
H7 3.0090 -1.4975 0.0898  0.0908
H8 0.3104 2.3420 0.5523  0.1492
H9 -0.6759 -0.2213 1.5118  0.1447
C4 -0.3411 1.6176 0.0544  0.0137
H10 1.8738 -1.9101 -0.9894  0.0835
C5 2.0104 -1.2337 -0.1902  -0.0437
H11 -0.8775 2.1462 -0.6466  0.1128

<B>
Entry from OMol25: the ion C5H11N2 with charge +1 (ωB97M-V/def2-TZVPD).

## Properties
Gap between HOMO and LUMO ... 9.5674 eV
Net charge ... +1
HOMO energy ... -12.98 eV
LUMO level ... -3.410 eV

Last column: Löwdin charge in e.
Geometry (Å):
N1 0.8607 1.1871 1.8787  0.1481
H1 -2.0758 -0.3736 0.3389  0.1238
H2 -1.4464 1.0193 -0.2072  0.1040
N2 0.9306 -0.0583 -1.0051  -0.0010
H3 1.0864 1.2521 0.8360  0.1416
H4 -0.7146 -2.3494 -2.2578  0.0631
H5 -1.9814 -1.9254 -1.0300  0.1086
H6 2.4067 0.6559 -2.0928  0.0741
H7 0.7839 2.1584 2.3483  0.1989
C1 1.5503 0.0017 -2.1306  0.0453
C2 -0.4802 0.3234 1.7154  -0.0301
H8 1.5312 0.6615 2.4229  0.1412
C3 -1.0921 0.0914 0.1460  -0.1458
H9 -0.2989 -0.7499 1.9513  0.1262
H10 1.2893 -0.4922 -3.0762  0.1015
H11 -1.0581 0.8400 2.4902  0.1112
C4 -0.3298 -0.6311 -0.8056  -0.4301
C5 -0.9618 -1.6110 -1.5223  0.1195

Least stable structure: <A>

<A>
Entry from OMol25: a structure of composition C12H12 (ωB97M-V/def2-TZVPD).

## Properties
Gap between HOMO and LUMO ... 7.6156 eV
HOMO energy ... -7.53 eV
LUMO level ... 0.082 eV

Last column: Löwdin charge in e.
Geometry (Å):
H1 1.1072 -0.5640 -2.9409  0.1364
H2 0.4918 -2.6663 1.3551  0.1316
C1 1.4397 -0.7465 1.5186  -0.2296
H3 1.8764 -1.0635 2.4008  0.0821
C2 1.0280 1.6368 -2.3946  -0.0717
C3 -0.0590 0.8667 -0.0560  -0.1814
H4 -1.0268 -2.0071 -0.4838  0.1195
C4 0.9024 -1.8816 0.6383  -0.1425
C5 0.2488 -0.1486 -0.9991  -0.1420
C6 0.2858 0.1705 1.7929  0.0941
H5 -0.0637 2.9963 0.5180  0.1327
C7 -0.3125 -1.2957 -0.1370  -0.1433
C8 -2.4070 -0.1557 1.1406  -0.0234
C9 0.1552 2.1992 -0.2306  -0.0337
H6 2.1201 -0.1940 0.9561  0.0913
C10 -0.9045 -0.1548 0.8426  -0.3177
H7 -2.5198 -0.2040 2.2219  0.0651
H8 0.7238 3.7620 -1.5728  0.1460
H9 1.4142 1.9739 -3.3613  0.1029
H10 1.7714 -2.1401 -0.0337  0.1248
C11 0.7616 0.2437 -2.1947  -0.0224
H11 -3.0474 0.6768 0.7790  0.0825
C12 0.5942 2.5860 -1.4896  -0.0980
H12 -2.8465 -1.1343 0.7275  0.0968

<B>
Entry from OMol25: a cluster of 2 separate species, C12H12 in total (ωB97M-V/def2-TZVPD).

## Properties
Gap between HOMO and LUMO ... 9.7476 eV
HOMO energy ... -8.82 eV
LUMO level ... 0.924 eV

Last column: Löwdin charge in e.
Geometry (Å):
H1 0.3200 4.4882 1.0171  0.0774
H2 1.4890 2.2268 0.8412  0.0502
H3 -1.5256 5.0413 -0.0812  0.1293
H4 0.5114 0.4510 -0.3414  0.0485
H5 -2.6054 3.1121 -1.5500  0.0988
H6 2.4575 -1.4059 -0.6041  0.0420
C1 1.0872 -2.8462 -1.1388  -0.0875
C2 -1.2913 1.5164 -0.7868  -0.0516
H7 -0.1107 -2.5060 2.5864  0.1074
H8 -1.2004 -4.0585 0.9975  0.1065
H9 1.8130 -1.1477 1.7707  0.0495
C3 0.6201 2.4120 0.3904  -0.0516
C4 1.5701 -1.7709 -0.3689  -0.0855
H10 -0.4695 -4.5893 -0.9973  0.1083
C5 0.0320 -3.6647 -0.6251  -0.1031
C6 -1.2909 3.9311 -0.1413  -0.1309
C7 -1.7921 2.9028 -0.8387  -0.1130
C8 0.1934 -2.3670 1.5293  -0.0882
H11 -1.8949 0.6628 -1.2431  0.1207
C9 -0.0241 1.3536 -0.2620  -0.1052
H12 1.2235 -2.9207 -2.2858  0.1266
C10 -0.3830 -3.3556 0.6798  -0.1178
C11 1.3266 -1.6795 1.0926  -0.0454
C12 -0.0494 3.6755 0.4511  -0.0855

Least stable structure: <A>

<A>
Entry from OMol25: an isolated molecule of C3H6N4O (ωB97M-V/def2-TZVPD).

## Properties
Gap between HOMO and LUMO ... 9.4331 eV
HOMO energy ... -8.90 eV
LUMO level ... 0.537 eV

Last column: Löwdin charge in e.
Geometry (Å):
C1 -0.0132 -0.5992 0.1267  -0.2794
H1 1.5447 -1.9157 -0.4978  0.1114
H2 1.3811 1.5890 -0.2922  0.0843
H3 3.2304 -0.1383 0.5008  0.0732
N1 -1.6547 0.6898 0.0199  0.0107
H4 1.6585 -1.3370 1.1537  0.0937
H5 -2.4788 1.2746 0.3536  0.1945
N2 -1.1164 -1.3440 -0.1862  0.0610
N3 2.4339 -0.0261 -0.1343  -0.0459
C2 1.3910 -1.0831 0.1797  -0.1592
N4 -2.2145 -0.5010 -0.1196  0.0022
C3 -0.3382 0.6933 0.2288  -0.3111
O1 0.4412 1.8061 -0.0435  0.0277
H6 2.7588 0.2815 -1.1398  0.1367

<B>
Entry from OMol25: a cluster of 2 separate species, C3H6N4O in total (ωB97M-V/def2-TZVPD).

## Properties
Gap between HOMO and LUMO ... 8.0128 eV
HOMO energy ... -8.75 eV
LUMO level ... -0.740 eV

Last column: Löwdin charge in e.
Geometry (Å):
N1 -1.2234 -0.2003 0.1933  -0.1540
C1 1.0711 -0.5243 -0.1484  -0.4513
H1 -1.7832 -1.9449 -1.1887  0.1672
N2 0.1262 1.3319 1.1598  -0.0572
O1 -1.7991 1.0776 -0.2088  -0.1022
C2 0.4487 -1.2083 -1.1752  0.0094
H2 3.1845 -0.1295 -0.5353  0.1218
N3 2.2357 0.1687 -0.0091  0.0291
N4 0.1302 -0.2290 0.8501  -0.0484
H3 0.8650 -1.9084 -1.7608  0.0562
H4 1.4526 1.4786 0.5500  0.2142
H5 0.3752 1.3191 2.2503  0.0829
C3 -0.9875 -1.0597 -0.9319  -0.0079
H6 -1.7761 1.8185 0.5293  0.1402

Least stable structure: <B>

<A>
Entry from OMol25: an isolated molecule of C3H6N4O (ωB97M-V/def2-TZVPD).

## Properties
Gap between HOMO and LUMO ... 9.9641 eV
HOMO energy ... -9.37 eV
LUMO level ... 0.594 eV

Last column: Löwdin charge in e.
Geometry (Å):
H1 -1.5137 -2.6672 0.3489  0.0871
H2 1.7073 0.1779 -1.0337  0.0709
N1 1.4800 1.0572 -0.6185  -0.0050
H3 -0.3676 0.8148 2.3702  0.1221
C1 -0.2277 0.3394 1.3815  -0.0573
H4 2.1391 1.8513 -0.7786  0.1174
C2 -0.7124 1.1839 0.2461  -0.4980
N2 0.0212 -0.9346 1.3932  0.0251
N3 0.2412 1.5447 -0.6972  -0.0563
H5 -0.1882 1.9140 -1.5365  0.1478
C3 -0.5879 -2.4237 -0.2236  -0.0210
O1 -1.8439 1.5290 0.1497  0.0900
N4 0.1717 -1.4867 0.1818  -0.0946
H6 -0.3191 -2.9000 -1.1833  0.0717

<B>
Entry from OMol25: an isolated molecule of C3H6N4O (ωB97M-V/def2-TZVPD).

## Properties
Gap between HOMO and LUMO ... 8.9974 eV
HOMO energy ... -8.25 eV
LUMO level ... 0.750 eV

Last column: Löwdin charge in e.
Geometry (Å):
O1 2.1333 -1.5126 0.1325  0.0691
N1 -1.0002 -0.0835 -0.3166  0.1308
H1 -1.9649 2.2059 0.1792  0.0994
C1 1.0476 0.6764 0.4812  0.0016
H2 -1.2034 -2.7512 -0.2992  0.0898
N2 -0.0753 -1.1248 -0.3745  -0.1869
H3 1.2816 0.8047 1.5383  0.1311
H4 1.7290 1.2967 -0.1008  0.1327
H5 -0.5510 2.8154 0.9311  0.0968
H6 -0.7564 -2.2870 -1.8270  0.0904
C2 1.1674 -0.7935 0.0739  -0.4516
N3 -0.9643 2.1678 0.2823  0.1294
C3 -0.3937 0.9438 0.1586  -0.4243
N4 -0.4499 -2.3580 -0.8590  0.0917

Least stable structure: <A>

<A>
Entry from OMol25: an isolated molecule of C3H6N4O (ωB97M-V/def2-TZVPD).

## Properties
Gap between HOMO and LUMO ... 10.0756 eV
HOMO energy ... -9.65 eV
LUMO level ... 0.427 eV

Last column: Löwdin charge in e.
Geometry (Å):
H1 1.4816 0.2933 2.1339  0.0955
N1 1.7679 0.8649 -0.6842  0.1895
H2 -2.4481 1.2509 -1.6381  0.0718
C1 -0.0583 -1.6837 0.3392  -0.3138
N2 0.3725 -0.4104 0.6508  -0.1380
H3 -0.1089 0.7314 2.2179  0.0894
H4 -0.1969 -2.2549 1.2714  0.1341
N3 -0.6016 1.1822 -0.8237  0.0647
O1 0.0220 -2.1849 -0.7528  0.0345
C2 -1.5930 0.6506 -1.3577  -0.0173
H5 1.8498 1.5071 -1.4651  0.0645
N4 0.5235 -0.0317 1.9928  0.0828
H6 -1.6081 -0.4642 -1.5121  0.0912
C3 0.5977 0.5494 -0.3722  -0.4488

<B>
Entry from OMol25: an isolated molecule of C3H6N4O (ωB97M-V/def2-TZVPD).

## Properties
Gap between HOMO and LUMO ... 8.5274 eV
HOMO energy ... -8.14 eV
LUMO level ... 0.386 eV

Last column: Löwdin charge in e.
Geometry (Å):
H1 0.2359 -0.7971 2.7677  0.1187
N1 0.6177 -1.2968 -0.9415  0.0934
N2 -0.1472 0.0806 2.2268  0.0459
N3 -0.1310 0.5253 -0.0972  -0.0912
C1 0.1739 -0.2981 0.9209  -0.4778
C2 0.2408 -0.0444 -1.1557  -0.4505
H2 0.3904 2.3034 0.4146  0.2220
N4 -0.1713 0.6430 -2.3814  0.1310
H3 -1.2957 -0.0034 2.3487  0.1629
O1 -0.4213 1.8742 -0.1865  0.0319
H4 1.0141 -2.4583 0.9972  0.1480
C3 0.5751 -1.4690 0.5354  -0.0619
H5 0.0001 -0.0922 -3.0139  0.0572
H6 -1.0816 1.0328 -2.4350  0.0704

<C>
Entry from OMol25: a structure of composition C3H6N4O (ωB97M-V/def2-TZVPD).

## Properties
Gap between HOMO and LUMO (alpha / beta) ... 7.9147 / 7.9129 eV
HOMO energy (alpha / beta) ... -8.07 / -8.07 eV
LUMO level (alpha / beta) ... -0.153 / -0.156 eV

Last column: Löwdin charge in e.
Geometry (Å):
C1 -0.6304 0.3201 0.3884  -0.3296
H1 -1.0768 2.3806 0.4363  0.0418
H2 2.2719 -1.7834 -0.5294  0.1048
H3 -0.0465 -0.9405 1.9316  0.1428
H4 -1.0415 1.6970 -2.5946  0.1006
N1 -0.5444 0.9348 -2.1082  0.0328
N2 -0.4343 -0.8926 0.9964  0.1273
H5 -0.7955 1.6068 2.0764  0.0511
H6 2.1515 -0.6954 0.7731  0.0983
N3 1.7264 -1.4519 0.2555  0.1624
C2 -0.7889 1.4972 0.9976  0.0176
O1 -0.0158 -1.6922 -1.2064  0.0010
N4 -1.1661 0.2782 -1.3214  0.0348
C3 0.3904 -1.2586 -0.0953  -0.5856

<D>
Entry from OMol25: an isolated molecule of C3H6N4O (ωB97M-V/def2-TZVPD).

## Properties
Gap between HOMO and LUMO ... 8.4800 eV
HOMO energy ... -7.89 eV
LUMO level ... 0.591 eV

Last column: Löwdin charge in e.
Geometry (Å):
H1 0.4290 2.1032 0.7546  0.1052
N1 -0.9345 -1.6529 -0.1263  0.1115
H2 2.3578 0.6267 0.1444  0.1665
H3 -2.4521 0.9683 0.6780  0.1190
O1 2.5138 -0.4336 -0.2460  -0.0517
N2 1.1062 -0.8266 0.1520  -0.0578
N3 0.9139 1.5763 0.0264  0.0793
H4 -2.8511 0.0288 -0.4991  0.0641
C1 0.3296 -1.9188 0.1576  -0.1912
N4 -2.0381 0.4667 -0.1562  0.0775
C2 -0.9429 -0.2906 -0.0180  -0.4175
H5 0.7148 2.0776 -0.8722  0.1323
C3 0.3236 0.3040 0.0801  -0.2872
H6 0.5300 -3.0289 -0.0751  0.1499

Least stable structure: <C>

<A>
Entry from OMol25: an isolated molecule of C3H6N4O (ωB97M-V/def2-TZVPD).

## Properties
Gap between HOMO and LUMO ... 8.0849 eV
HOMO energy ... -7.51 eV
LUMO level ... 0.579 eV

Last column: Löwdin charge in e.
Geometry (Å):
H1 1.0012 -2.0208 0.6712  0.0501
H2 1.5415 2.2808 0.1468  0.0883
C1 -1.0099 0.5107 0.0732  -0.3592
N1 0.2045 -1.8812 0.1004  0.1096
H3 -0.5403 -2.4076 0.4400  0.0470
C2 0.8118 1.6111 0.0385  -0.1738
N2 -2.3852 0.2575 0.0575  0.0898
O1 2.5385 -0.1401 -0.0397  0.0558
N3 1.2195 0.3215 -0.0249  -0.0833
C3 0.0549 -0.4082 0.0144  -0.1919
N4 -0.4624 1.7313 0.0175  0.1078
H4 -2.7306 -0.1459 -0.7828  0.0662
H5 2.6911 -0.7955 -0.7437  0.1264
H6 -2.9347 1.0863 0.0314  0.0671

<B>
Entry from OMol25: a structure of composition C3H6N4O (ωB97M-V/def2-TZVPD).

## Properties
Gap between HOMO and LUMO ... 9.1371 eV
HOMO energy ... -8.83 eV
LUMO level ... 0.302 eV

Last column: Löwdin charge in e.
Geometry (Å):
H1 1.9332 -1.8245 1.2795  0.0948
H2 -1.0247 2.6235 -1.5725  0.0508
C1 -0.6449 1.3371 -0.1989  -0.2361
H3 -1.0434 -1.2134 -2.5842  0.0931
N1 -0.2617 2.1575 -1.0803  0.0907
N2 -1.0947 -1.1529 -1.5801  0.2287
C2 0.4523 0.7717 0.8819  -0.4002
O1 0.0864 0.5990 2.0371  -0.0484
C3 -0.1575 -0.9348 -0.8400  -0.2175
N3 0.9738 -1.9754 0.9784  0.0745
H4 1.4125 1.2391 0.6118  0.1197
N4 0.6579 -0.9378 0.1054  -0.0567
H5 -1.6757 1.2023 0.1541  0.1137
H6 0.3865 -1.8914 1.8078  0.0929

<C>
Entry from OMol25: an isolated molecule of C3H6N4O (ωB97M-V/def2-TZVPD).

## Properties
Gap between HOMO and LUMO (alpha / beta) ... 7.2591 / 7.2614 eV
HOMO energy (alpha / beta) ... -6.78 / -6.78 eV
LUMO level (alpha / beta) ... 0.480 / 0.480 eV

Last column: Löwdin charge in e.
Geometry (Å):
H1 -0.1142 0.9407 -2.2495  0.1418
C1 0.6221 0.8919 -1.2859  -0.0517
N1 -0.2020 0.7291 2.1765  0.0490
O1 0.0714 1.6825 4.2799  0.1363
C2 0.0880 1.2987 3.1885  -0.3495
H2 1.5405 0.3570 -1.5022  0.0762
H3 -0.8967 -2.7206 -1.1982  0.0358
H4 0.2798 -1.8451 -1.9379  0.1295
N2 -0.6892 -1.8248 -1.4659  0.0528
N3 -0.0227 0.1569 -0.2000  -0.1962
C3 -0.6383 -1.0380 -0.3273  -0.1734
H5 -0.8602 -1.6094 0.6057  0.1354
N4 -0.0071 1.0599 0.8709  -0.0660
H6 0.8286 1.9212 -0.9545  0.0801

<D>
Entry from OMol25: an isolated molecule of C3H6N4O (ωB97M-V/def2-TZVPD).

## Properties
Gap between HOMO and LUMO ... 8.9936 eV
HOMO energy ... -9.14 eV
LUMO level ... -0.146 eV

Last column: Löwdin charge in e.
Geometry (Å):
H1 1.4338 0.2394 -3.2628  0.0418
H2 -0.4573 1.3967 3.0714  0.1132
N1 1.2431 1.0295 -2.6450  -0.0571
N2 -0.4171 -0.6617 2.1440  -0.0149
C1 -0.5975 0.2075 3.0694  -0.0743
H3 2.4208 1.3552 -2.5207  0.1871
H4 -0.4678 -1.1215 -2.3234  0.1077
H5 -0.5896 1.1176 0.6794  0.2302
N3 -0.4648 -0.0588 0.8229  -0.0385
C2 -0.4035 -0.3513 -1.5455  -0.0513
H6 -0.8599 -0.5720 3.8796  0.0951
C3 -0.5667 -0.9935 -0.1432  -0.4517
N4 0.5136 0.6353 -1.4489  -0.0514
O1 -0.7869 -2.2224 0.2228  -0.0359

Least stable structure: <D>